{
  "formula": "C8H16N2",
  "method": "wB97M-V/def2-TZVPD",
  "elements": ["H", "C", "H", "H", "H", "H", "H", "H", "C", "H", "H", "C", "C", "H", "H", "H", "C", "C", "H", "N", "H", "C", "N", "H", "C", "H"],
  "coordinates": [[0.19592, -1.95345, 2.02692], [-0.56822, -1.28824, 1.62517], [-1.97667, 0.17896, -2.03234], [1.37181, -2.32200, -1.29564], [-0.89210, 2.51695, 0.15426], [-2.09137, -1.07531, -0.80797], [3.31174, 1.16591, -0.95914], [-0.86138, 2.24534, -1.59369], [-0.59788, 0.47112, -0.41642], [0.14122, 1.46434, 2.23872], [1.32042, 0.18166, 2.54993], [0.61306, -0.46703, -0.58471], [-0.41560, 1.95035, -0.64535], [-1.28104, -1.87280, 1.05412], [-2.73168, 0.54148, -0.48544], [0.64022, 2.22238, -0.65777], [0.82832, 0.76033, 1.76977], [-1.92385, -0.01472, -0.96032], [1.58410, 1.33684, 1.23923], [1.91351, -0.05883, -0.86815], [-0.04944, -1.73548, -2.19072], [0.07981, -0.16603, 0.84143], [2.33115, 1.11063, -0.64595], [-1.11153, -0.85985, 2.46772], [0.40198, -1.83857, -1.20519], [-0.23250, -2.49399, -0.61846]],
  "forces_ev_per_angstrom": [[0.0, -0.1, 0.0], [-0.2, 0.2, -0.2], [0.0, 0.0, 0.0], [0.0, 0.0, -0.1], [-0.2, 0.1, 0.0], [-0.1, -0.1, 0.1], [-0.2, -0.4, 0.1], [0.0, 0.0, -0.1], [0.8, -0.5, 0.8], [-0.1, 0.0, 0.1], [0.0, 0.0, 0.1], [-0.8, -0.1, 0.8], [0.3, 0.1, 0.2], [0.0, -0.1, -0.1], [-0.1, 0.0, 0.0], [-0.3, 0.1, 0.0], [0.2, 0.0, -0.3], [0.2, -0.1, 0.2], [-0.1, 0.0, 0.2], [2.4, 1.6, -0.7], [0.1, -0.1, -0.1], [-1.1, 0.5, -0.8], [-0.6, -1.2, -0.3], [0.0, 0.0, 0.1], [0.0, 0.1, 0.1], [-0.1, 0.0, 0.1]],
  "nbo_charge": [0.214, -0.609, 0.213, 0.233, 0.206, 0.211, 0.325, 0.209, -0.009, 0.212, 0.210, 0.021, -0.641, 0.208, 0.216, 0.257, -0.632, -0.610, 0.247, -0.125, 0.211, 0.000, -0.385, 0.216, -0.609, 0.208],
  "smiles": "[H]/N=N/C1(C)C(C)(C)C1(C)C",
  "charge": 0,
  "spin_multiplicity": 1,
  "e_tot_ha": -423.8513
}

---

{
  "formula": "C8H14N4O",
  "method": "wB97M-V/def2-TZVPD",
  "elements": ["H", "C", "C", "C", "H", "C", "H", "C", "H", "H", "N", "C", "H", "C", "H", "H", "H", "N", "N", "H", "O", "N", "H", "H", "H", "H", "C"],
  "coordinates": [[3.02734, 1.22430, -3.03208], [-2.81727, 1.43571, 2.09669], [2.07448, 0.96744, -2.51301], [-3.11957, -0.85889, 1.61052], [1.44980, -1.60455, -2.35379], [1.67658, -1.35182, -1.27994], [-3.90513, -1.53888, 1.19955], [0.32309, -1.26846, -0.47193], [2.68630, 0.33181, 0.94820], [1.30287, 0.50589, -3.17447], [-0.78394, -1.02104, -1.23105], [2.47218, 0.01107, -1.28843], [-2.95746, -0.97642, 2.70917], [2.32923, 0.86544, 0.02281], [3.56390, -0.24393, -1.38860], [2.29009, -2.20966, -0.89368], [-2.58930, 2.35485, 1.49374], [0.44475, -1.45595, 0.87117], [-0.67708, -1.34121, 1.54678], [-1.83919, 1.05698, 2.49111], [-3.54912, 0.48803, 1.31166], [-1.90306, -0.90579, -0.55521], [-3.45271, 1.70562, 2.98111], [1.62130, 1.89692, -2.07062], [2.85615, 1.85856, -0.05230], [1.24957, 1.12755, 0.23071], [-1.77383, -1.05357, 0.79188]],
  "forces_ev_per_angstrom": [[-1.0, -0.1, 0.0], [0.0, 0.7, 0.5], [0.0, -0.3, 1.2], [0.7, 0.7, -1.3], [0.0, 0.2, 1.1], [-0.7, -0.1, -0.1], [0.7, 0.5, 0.5], [2.3, -0.3, -1.4], [-0.2, 0.5, -1.0], [0.8, 0.3, 0.3], [0.8, -0.2, 1.6], [0.2, 0.7, 0.1], [0.0, -0.2, -0.9], [-0.3, -0.1, 0.6], [-1.1, 0.1, 0.0], [-0.6, 1.0, 0.0], [-0.4, -0.9, 0.4], [-0.9, 0.3, -1.6], [-1.0, 0.4, -1.6], [-0.7, 0.1, -0.4], [0.7, -0.5, 0.6], [0.9, -0.3, 1.6], [0.6, 0.0, -0.7], [0.5, -0.8, -0.7], [-0.3, -1.1, -0.1], [1.0, -0.3, -0.4], [-1.8, -0.3, 1.6]],
  "nbo_charge": [0.217, -0.275, -0.622, -0.102, 0.230, -0.444, 0.215, 0.329, 0.222, 0.218, -0.185, -0.207, 0.198, -0.624, 0.206, 0.233, 0.197, -0.189, -0.190, 0.178, -0.532, -0.161, 0.182, 0.208, 0.217, 0.197, 0.282],
  "smiles": "COCc1nnc(CC(C)C)nn1",
  "charge": 0,
  "spin_multiplicity": 1,
  "e_tot_ha": -607.3690
}

---

{
  "formula": "C3H12NS",
  "method": "wB97M-V/def2-TZVPD",
  "elements": ["H", "N", "H", "H", "S", "H", "C", "H", "H", "H", "C", "H", "H", "C", "H", "H", "H"],
  "coordinates": [[2.59224, -1.03426, 1.82032], [3.00076, -0.10527, 2.04769], [3.71637, 0.26594, 0.05924], [-0.25262, 1.39194, 4.17446], [1.13491, 2.08477, 1.56760], [4.90274, -0.52178, 1.14613], [-0.60251, 0.77424, 3.33029], [1.36752, 2.83752, 2.66386], [-1.63738, 0.45226, 3.53515], [3.35922, -0.13615, 3.02347], [-0.54657, 1.56820, 2.03275], [-1.19944, 2.46095, 2.07978], [0.03739, -0.12147, 3.26078], [4.10164, 0.23449, 1.09228], [-0.88463, 0.94856, 1.17998], [2.24271, 0.60518, 2.00059], [4.53135, 1.22025, 1.33768]],
  "forces_ev_per_angstrom": [[0.4, 0.7, 0.3], [1.3, -1.8, 0.5], [0.0, 0.0, 0.6], [-0.2, -0.3, -0.3], [-0.7, 1.1, 0.1], [-0.5, 0.3, 0.1], [0.1, 0.0, 0.2], [0.1, -0.1, -0.2], [0.4, 0.1, -0.1], [-0.3, -0.1, -0.7], [-0.7, -0.1, -0.3], [0.5, -0.4, -0.1], [-0.3, 0.2, 0.1], [0.6, 0.1, -0.5], [0.1, 0.4, 0.4], [-0.5, 0.5, -0.1], [-0.4, -0.5, 0.0]],
  "nbo_charge": [0.434, -0.718, 0.242, 0.219, 0.000, 0.242, -0.617, 0.153, 0.246, 0.434, -0.505, 0.245, 0.189, -0.438, 0.235, 0.399, 0.240],
  "charge": 1,
  "spin_multiplicity": 1,
  "e_tot_ha": -574.1859
}

---

{
  "formula": "C7H14",
  "method": "wB97M-V/def2-TZVPD",
  "elements": ["H", "C", "C", "H", "C", "H", "H", "H", "C", "C", "H", "H", "H", "H", "C", "C", "H", "H", "H", "H", "H"],
  "coordinates": [[3.01478, 0.58908, 0.03426], [-1.77213, -0.31924, 1.98175], [1.06619, -0.05356, -0.74960], [0.54034, 0.26670, -2.82122], [0.45377, -0.28639, 0.65385], [-3.01964, 0.10178, 0.18168], [-2.49224, -1.02437, 2.38781], [-0.86409, -0.09431, -1.80427], [0.09519, 0.43030, -1.83241], [-2.08630, 0.35500, 0.67672], [1.84544, 1.89416, -0.22527], [-0.10622, 1.50490, -1.73941], [0.58164, 0.62414, 1.25595], [-1.78687, 1.39388, 0.55265], [2.22180, 0.94597, -0.63260], [-1.00454, -0.68745, 0.74087], [-1.25465, -1.65176, 0.29997], [1.47822, -1.01298, -1.09271], [2.66638, 1.16140, -1.61099], [1.05336, -1.05773, 1.15807], [-1.24912, 0.26449, 2.73606]],
  "forces_ev_per_angstrom": [[-0.1, 0.0, -0.1], [0.0, -0.1, 0.2], [0.0, 0.0, 0.0], [-0.1, 0.1, 0.1], [0.0, 0.1, 0.1], [0.2, 0.0, 0.1], [0.1, 0.1, -0.1], [0.1, 0.0, 0.0], [-0.1, 0.0, 0.0], [-0.1, 0.2, -0.1], [0.1, -0.1, -0.1], [0.0, -0.1, 0.1], [-0.1, 0.0, -0.1], [0.0, -0.2, 0.0], [0.1, 0.0, 0.0], [0.1, -0.1, -0.1], [0.0, 0.1, 0.1], [-0.1, 0.1, 0.0], [0.0, -0.1, 0.1], [-0.1, 0.2, 0.0], [-0.1, -0.1, -0.1]],
  "nbo_charge": [0.207, -0.418, -0.216, 0.208, -0.391, 0.215, 0.214, 0.214, -0.609, -0.425, 0.198, 0.199, 0.193, 0.211, -0.598, -0.229, 0.212, 0.191, 0.207, 0.209, 0.209],
  "smiles": "CC(C)CC1CC1",
  "charge": 0,
  "spin_multiplicity": 1,
  "e_tot_ha": -275.0820
}